This record from the OMol25 dataset describes a cluster of 5 separate species, C18H46NO15PS4 in total in a non-equilibrium geometry. The level of theory is wB97M-V/def2-TZVPD.

Geometry as XYZ:
```
85
Properties=species:S:1:pos:R:3:forces:R:3:mulliken_charge:R:1
S -7.053 -5.309 -0.700 -0.4 -0.4 0.2 1.083
S -4.076 -1.749 3.311 -0.5 -0.3 -0.1 1.136
S 7.683 4.011 -2.049 -0.5 -0.3 0.1 1.170
S 2.353 5.667 -2.370 0.1 0.6 0.1 1.102
P 1.900 1.286 -1.943 -0.8 1.6 -0.7 0.201
O -2.703 -2.050 3.038 0.2 0.2 0.0 -0.550
O -4.470 -0.431 3.704 0.2 0.1 0.0 -0.623
O 8.697 3.348 -2.813 0.2 0.2 0.1 -0.669
O -7.011 -5.353 -2.127 0.2 0.2 0.0 -0.595
O 2.970 6.764 -3.346 0.0 0.0 0.2 -0.333
O 1.724 -3.491 1.041 -0.4 -0.1 0.0 -0.332
O 7.887 5.346 -1.571 0.2 0.0 -0.1 -0.619
O -6.304 -4.323 0.023 0.0 0.1 -0.2 -0.505
O 0.947 5.569 -2.597 0.0 -0.2 -0.1 -0.625
O 1.558 -1.318 -0.983 -0.5 0.1 -0.2 -0.287
O 3.187 4.499 -2.410 -0.3 -0.1 -0.1 -0.307
O 2.611 1.431 -0.459 -0.1 -0.4 -0.2 -0.492
O -4.618 -2.797 4.387 -0.1 0.0 -0.2 -0.280
O 7.279 3.078 -0.820 -0.1 0.1 -0.1 -0.185
O -8.570 -5.248 -0.220 0.2 -0.1 0.0 -0.284
N 3.201 1.236 -3.065 -0.4 -0.9 0.6 -0.486
C 6.146 3.939 -2.898 0.1 -0.1 0.0 -0.845
C 1.102 -0.403 -1.960 1.4 -0.2 0.2 -0.658
C 2.624 6.530 -0.860 0.1 0.0 0.0 -1.040
C -9.252 -3.980 -0.294 -0.3 0.6 -0.2 -0.187
C -6.682 -6.909 -0.070 0.0 0.0 0.1 -0.969
C 3.204 6.390 -4.718 0.0 -0.2 -0.6 -0.140
C 1.923 6.301 -5.525 -0.2 -0.1 0.2 -1.076
C 0.831 -3.089 3.286 -0.1 -0.3 0.1 0.175
C -5.079 -2.268 1.963 0.0 -0.1 0.0 -1.041
C 0.659 -1.565 0.069 -0.4 -0.6 0.7 -0.351
C -4.113 -1.750 6.556 0.0 0.2 -0.2 -1.026
C -3.888 -2.924 5.622 0.3 0.0 0.6 -0.187
C 8.834 3.721 0.975 0.0 0.2 -0.1 -0.984
C -9.622 -3.599 -1.715 0.2 -0.1 -0.1 -1.027
C 0.559 -3.056 0.360 0.2 0.4 -0.3 -0.704
C 1.461 -4.051 2.303 -1.0 -0.6 0.0 -0.365
C 0.776 -3.364 4.598 -0.4 0.0 0.4 -0.911
C 8.327 2.626 0.055 0.5 -0.1 0.4 -0.412
H -10.227 -2.693 -1.717 0.0 0.0 0.1 0.393
H 3.846 7.167 -5.130 0.0 0.1 0.2 0.321
H -3.701 -0.831 6.144 0.0 0.0 0.0 0.303
H -4.252 -3.838 6.087 -0.1 -0.1 -0.2 0.270
H -3.631 -1.935 7.517 0.0 -0.1 0.0 0.394
H -10.155 -4.096 0.302 0.1 -0.2 0.1 0.290
H 5.356 4.269 -2.230 0.1 -0.1 0.0 0.170
H 7.891 1.822 0.646 -0.2 0.0 -0.2 0.265
H -4.808 -3.280 1.682 0.0 0.0 0.0 0.345
H -0.358 -3.243 0.923 0.1 0.0 0.3 0.435
H 0.983 -1.100 1.001 0.2 0.3 -0.1 0.172
H -8.735 -3.415 -2.320 0.0 0.0 0.0 0.304
H 2.139 7.500 -0.920 0.0 0.0 0.0 0.365
H 5.969 2.919 -3.230 0.0 0.0 0.1 0.357
H 0.892 -4.993 2.241 -0.1 0.0 -0.2 0.281
H -2.825 -3.065 5.413 0.0 0.1 -0.2 0.200
H -6.123 -2.212 2.259 0.0 0.0 0.0 0.349
H 9.547 3.313 1.691 -0.1 -0.1 0.0 0.389
H 2.420 -4.325 2.720 0.3 0.1 -0.1 0.339
H -5.179 -1.587 6.716 0.0 -0.1 0.1 0.268
H 0.325 -4.273 4.982 1.5 -0.9 0.0 0.265
H 0.370 -2.169 2.942 1.5 0.9 -0.2 0.125
H -8.647 -3.205 0.179 0.1 -0.1 0.0 0.195
H 9.332 4.510 0.414 0.0 0.0 0.0 0.303
H 6.217 4.609 -3.753 0.1 0.0 0.0 0.433
H -10.181 -4.403 -2.193 -0.1 0.0 0.0 0.267
H 0.025 -0.251 -1.960 -0.1 0.0 0.3 0.419
H 2.578 2.382 -0.279 0.1 -0.3 0.1 0.323
H -4.889 -1.585 1.138 0.1 0.0 0.0 0.438
H -5.670 -7.151 -0.388 0.0 0.1 0.0 0.372
H 3.763 5.453 -4.757 0.0 0.0 0.2 0.147
H 2.151 6.122 -6.576 0.1 0.1 0.0 0.406
H -0.358 -1.207 -0.117 0.1 0.2 -0.4 0.407
H 1.350 7.223 -5.435 0.0 0.0 -0.1 0.276
H -7.387 -7.622 -0.489 0.0 0.0 0.0 0.337
H 0.458 -3.595 -0.583 0.1 -0.1 -0.1 0.336
H 3.540 0.302 -3.272 0.2 0.1 -0.2 0.255
H 2.176 5.935 -0.067 0.0 0.0 0.0 0.388
H 8.006 4.179 1.516 0.0 -0.1 0.1 0.254
H 2.915 1.721 -3.903 0.2 0.0 0.0 0.253
H 3.694 6.635 -0.698 0.0 0.0 0.0 0.314
H 1.131 -2.667 5.345 -1.4 0.8 0.2 0.265
H -6.743 -6.887 1.015 0.0 0.0 0.0 0.318
H 1.289 5.488 -5.173 0.0 0.0 0.0 0.303
H 9.140 2.193 -0.531 -0.1 0.1 -0.1 0.346
H 1.362 -0.829 -2.933 -0.1 0.1 -0.2 0.272
```
Forces are in eV/Å.

As for the SMILES: C=CCOCCOCP(N)O.CCOS(C)(=O)=O.CCOS(C)(=O)=O.CCOS(C)(=O)=O.CCOS(C)(=O)=O. The energy above the lowest of the compared OMol25 structures with the same formula, charge and spin comes out at 45.47 kcal per mole. The calculation puts the gap between HOMO and LUMO at 0.30227 Ha. The HOMO energy comes out at -7.8 eV.



This record from the OMol25 dataset describes the molecule C2FN3O7S in a non-equilibrium geometry. The level of theory is wB97M-V/def2-TZVPD.

Geometry as XYZ:
```
14
Properties=species:S:1:pos:R:3:forces:R:3:mulliken_charge:R:1
S 1.954 0.028 0.940 1.3 3.8 -0.4 1.199
F 2.615 1.394 0.290 -0.4 -1.6 1.6 -0.251
O -1.377 1.526 0.965 -0.3 3.0 -0.9 -0.527
O 0.924 0.364 1.812 0.5 0.7 3.0 -0.512
O -1.415 -0.534 1.418 -0.1 0.0 -1.0 -0.488
O 3.036 -0.805 1.204 0.1 -0.9 -0.5 -0.450
O 1.119 -0.112 -0.348 2.0 -2.4 -0.7 -0.176
O -0.044 -2.245 -0.386 -1.2 2.0 -1.5 -0.465
O -1.885 -1.518 -1.328 2.9 1.8 0.7 -0.498
N -0.196 1.264 -2.767 0.4 0.0 1.9 -0.382
N -0.756 -1.325 -0.844 -1.4 -4.5 1.2 0.835
N -1.103 0.420 0.720 -0.3 -2.7 2.8 0.875
C -0.135 0.979 -1.641 -2.6 -0.7 -0.8 -0.216
C -0.200 0.049 -0.404 -1.0 1.4 -5.4 1.057
```
Forces are in eV/Å.

As for the SMILES: N#CC(OS(=O)(=O)F)([N+](=O)[O-])[N+](=O)[O-]. The energy above the lowest of the compared OMol25 structures with the same formula, charge and spin comes out at 0.00 kcal per mole. The calculation puts the gap between HOMO and LUMO at 0.39357 Ha. The HOMO energy comes out at -12.6 eV.



This record from the OMol25 dataset describes a structure of composition C4H4OZn in a non-equilibrium geometry. The level of theory is wB97M-V/def2-TZVPD.

Geometry as XYZ:
```
10
Properties=species:S:1:pos:R:3:forces:R:3:mulliken_charge:R:1
Zn -0.989 -1.724 1.230 0.8 0.2 -0.4 0.554
O -2.016 -0.421 0.374 -0.5 0.2 0.1 -0.659
C -1.250 0.244 -0.508 2.2 2.1 -1.4 0.067
C 1.536 0.215 0.221 0.7 0.0 -1.1 -0.103
C 0.182 0.030 -0.279 1.1 -2.8 0.6 0.069
C 0.778 -1.040 0.454 -1.2 1.1 0.7 -0.096
H -1.506 0.153 -1.584 -0.1 0.2 0.5 0.388
H 2.362 0.234 -0.513 -0.1 -0.1 0.4 0.248
H -0.830 1.401 -0.452 -2.6 -0.9 0.8 0.269
H 1.732 0.909 1.058 -0.1 -0.1 -0.1 0.263
```
Forces are in eV/Å.

The energy above the lowest of the compared OMol25 structures with the same formula, charge and spin comes out at 0.00 kcal per mole. The calculation puts the gap between HOMO and LUMO (alpha / beta) at 0.29028 / 0.25176 Ha. The HOMO energy (alpha / beta) comes out at -14.4 / -14.5 eV. As for the multiplicity: 2. Its expectation value of S² is 0.76. The total charge is +1.



This record from the OMol25 dataset describes the molecule C3H3F3 in a non-equilibrium geometry. The level of theory is wB97M-V/def2-TZVPD.

Geometry as XYZ:
```
9
Properties=species:S:1:pos:R:3:forces:R:3:mulliken_charge:R:1
F -2.158 -0.315 -0.089 0.2 0.6 -0.7 -0.277
F 2.164 0.976 -0.633 -2.3 0.3 1.1 -0.259
F -0.727 -1.786 0.463 -0.2 -0.7 1.7 -0.256
C 0.876 0.753 -0.046 5.4 1.6 0.1 -0.218
C 0.176 -0.199 -0.574 2.6 4.1 -1.7 -0.265
C -0.829 -0.430 0.266 -5.8 -1.8 4.0 0.597
H 0.784 1.264 0.957 0.2 -0.5 -1.6 0.268
H -0.724 0.302 1.134 -0.7 -1.9 -0.2 0.000
H 0.437 -0.564 -1.477 0.4 -1.7 -2.6 0.410
```
Forces are in eV/Å.

As for the SMILES: F/C=C/C(F)F. The energy above the lowest of the compared OMol25 structures with the same formula, charge and spin comes out at 44.72 kcal per mole. The calculation puts the gap between HOMO and LUMO at 0.44704 Ha. The HOMO energy comes out at -11.3 eV.



This record from the OMol25 dataset describes a structure of composition C8H20KNO3 in a non-equilibrium geometry. The level of theory is wB97M-V/def2-TZVPD.

Geometry as XYZ:
```
33
Properties=species:S:1:pos:R:3:forces:R:3:mulliken_charge:R:1
K -2.330 -0.907 -0.673 0.0 -0.1 0.2 0.990
O -4.028 1.329 -1.143 -0.1 0.2 -0.5 -0.400
O 2.989 -1.186 -2.212 -0.6 0.2 -0.4 -0.351
O -1.098 -1.186 2.016 -1.0 0.8 -0.6 -0.212
N 0.488 -0.812 -0.585 -1.2 0.7 -2.0 -0.185
C 0.890 -0.165 -1.901 2.2 -0.7 1.2 -0.825
C -1.474 -1.659 3.341 1.9 0.2 -1.1 -0.826
C -3.895 2.426 -0.363 0.0 0.1 0.6 -0.251
C 0.560 0.055 0.551 0.5 -0.5 1.9 -0.443
C 2.443 0.076 -1.907 -0.8 -0.1 -0.9 -0.533
C -3.019 2.161 0.812 0.8 -0.5 1.1 -0.567
C 0.273 -0.766 1.854 -1.0 -0.5 -0.4 -0.829
C 4.388 -1.266 -2.412 -0.1 -0.6 0.8 -0.753
H -0.817 -2.513 3.509 -0.3 -0.3 0.4 0.341
H -3.054 2.886 1.626 0.0 0.3 -0.3 0.394
H 0.812 -1.705 1.722 0.6 0.0 0.1 0.325
H -4.843 2.920 -0.148 -0.6 -0.3 0.1 0.378
H 2.698 0.799 -2.681 0.0 0.1 -0.3 0.450
H 0.980 -1.674 -0.395 0.3 0.0 -0.5 0.256
H 4.725 -1.701 -1.472 0.9 0.2 -0.1 0.262
H 0.375 0.758 -2.167 -0.3 0.0 0.7 0.438
H -1.992 2.080 0.455 0.2 0.2 0.1 0.032
H 2.843 0.505 -0.989 -0.1 -0.2 0.4 0.344
H 4.601 -1.982 -3.206 -0.2 0.1 -0.1 0.236
H -1.176 -0.889 4.052 -0.5 0.0 0.3 0.320
H 1.568 0.399 0.781 0.5 0.2 -0.3 0.281
H -2.522 -1.955 3.364 0.2 0.3 -0.1 0.239
H 4.873 -0.319 -2.648 -0.1 0.1 0.1 0.351
H 0.635 -0.296 2.769 0.0 0.4 -0.1 0.457
H -3.421 3.256 -0.887 0.2 0.1 -1.0 0.286
H 0.748 -0.853 -2.734 -0.3 -0.2 0.2 0.360
H 0.008 0.979 0.381 -0.5 -0.2 0.3 0.284
H -3.226 1.205 1.293 -0.3 -0.1 0.0 0.151
```
Forces are in eV/Å.

The calculation puts the gap between HOMO and LUMO (alpha / beta) at 0.34654 / 0.25690 Ha. The HOMO energy (alpha / beta) comes out at -12.3 / -12.3 eV. As for the multiplicity: 2. Its expectation value of S² is 0.75. The total charge is +1.



This record from the OMol25 dataset describes the ion C2H2N3O with charge +1 in a non-equilibrium geometry. The level of theory is wB97M-V/def2-TZVPD.

Geometry as XYZ:
```
8
Properties=species:S:1:pos:R:3:forces:R:3:mulliken_charge:R:1
O 3.031 1.519 0.228 2.7 1.1 2.2 -0.088
N 2.961 -2.004 0.107 0.1 0.3 0.0 -0.124
N -0.023 0.020 -0.088 -1.6 -2.3 1.2 -0.282
N 2.194 1.190 -0.420 -2.7 -0.3 -2.2 0.274
C 1.259 -0.098 0.046 -0.4 1.3 -0.3 0.513
C 2.175 -1.164 0.023 -1.3 -1.1 0.0 0.059
H -0.705 -0.790 -0.104 1.7 0.2 -0.4 0.333
H -0.674 0.764 0.216 1.6 0.9 -0.5 0.315
```
Forces are in eV/Å.

As for the SMILES: N#CC(=[NH2+])N=O. The energy above the lowest of the compared OMol25 structures with the same formula, charge and spin comes out at 80.69 kcal per mole. The calculation puts the gap between HOMO and LUMO (alpha / beta) at 0.29344 / 0.29341 Ha. The HOMO energy (alpha / beta) comes out at -15.6 / -15.6 eV. The total charge is +1.